DFT (ωB97M-V/def2-TZVPD) results for 3 unconnected molecules or ions with the total composition C4H12O3.

The HOMO energy is -9.53 eV. The structure (SMILES) is CC(C)C=O.O.O. As for the frontier orbital gap: 10.387 eV. The calculation puts the LUMO energy at 0.86 eV.

```
19
C4H12O3 | OMol25 | ωB97M-V/def2-TZVPD
C 0.16 -0.07 2.15
C 0.30 -0.91 0.88
C -0.28 -2.33 1.00
C -0.32 -0.26 -0.34
O 0.31 0.25 -1.24
H 0.41 0.97 1.96
H -0.82 -0.20 2.58
H 0.87 -0.45 2.88
H 1.33 -0.98 0.59
H -0.70 -2.50 1.99
H -1.11 -2.52 0.31
H 0.47 -3.09 0.82
H -1.42 -0.30 -0.44
O 2.15 -0.32 -5.63
H 2.68 -0.94 -6.14
H 2.68 0.14 -4.97
O -1.98 4.20 1.23
H -2.40 4.53 0.43
H -2.33 4.78 1.92
```


DFT (ωB97M-V/def2-TZVPD) results for 2 unconnected molecules or ions with the total composition C3H5NO2S.

The HOMO energy (alpha / beta) is -9.75 / -9.44 eV. As for the frontier orbital gap (alpha / beta): 9.278 / 7.839 eV. The calculation puts the LUMO energy (alpha / beta) at -0.47 / -1.60 eV.

```
12
C3H5NO2S | OMol25 | ωB97M-V/def2-TZVPD
C 0.66 -1.25 -0.02
C -0.01 -0.40 0.83
C -1.79 0.44 -0.89
N 1.85 -0.86 -0.31
O 1.45 1.70 -0.33
O 2.19 0.69 1.77
S 1.54 0.63 0.53
H 0.25 -2.14 -0.35
H -0.93 -0.28 1.37
H -2.18 -0.47 -1.25
H -1.02 1.07 -1.46
H -2.02 0.87 0.11
```


DFT (ωB97M-V/def2-TZVPD) results for a gas-phase ion, C5H11FN (charge +1).

The HOMO energy (alpha / beta) is -9.42 / -15.73 eV. Its multiplicity is 3. As for the frontier orbital gap (alpha / beta): 5.784 / 9.222 eV. The total charge is +1. The calculation puts the LUMO energy (alpha / beta) at -3.63 / -6.51 eV.

```
18
C5H11FN | OMol25 | ωB97M-V/def2-TZVPD
C 0.50 0.60 2.11
C 0.43 -0.47 1.39
C -0.81 1.67 -1.11
C -0.82 0.18 -0.67
C 0.49 -0.36 -0.07
N 0.74 -1.69 -0.65
F 0.15 -1.70 1.76
H 0.25 0.47 3.16
H 0.63 1.55 1.70
H -0.66 2.40 -0.18
H -1.59 1.90 -1.79
H 0.19 1.81 -1.63
H -1.06 -0.50 -1.42
H -1.73 -0.02 -0.03
H 1.14 0.35 -0.36
H 0.17 -1.83 -1.51
H 0.26 -2.39 0.01
H 1.73 -1.97 -0.72
```


DFT (ωB97M-V/def2-TZVPD) results for 6 unconnected molecules or ions with the total composition CH14O5.

The HOMO energy (alpha / beta) is -14.47 / -14.22 eV. Its multiplicity is 2. As for the frontier orbital gap (alpha / beta): 10.553 / 3.135 eV. The total charge is +1. The calculation puts the LUMO energy (alpha / beta) at -3.92 / -11.09 eV.

```
20
CH14O5 | OMol25 | ωB97M-V/def2-TZVPD
C 1.10 2.57 -2.29
H 0.20 2.77 -2.87
H 1.88 2.29 -2.99
H 0.73 1.89 -1.53
H 1.35 3.47 -1.71
H 1.04 -1.09 -1.02
H 2.33 -0.87 -0.36
O 1.46 -0.43 -0.43
H 0.04 0.99 2.43
H -0.92 -0.21 2.77
O -0.19 0.08 2.20
H -0.51 0.40 -1.77
H -1.44 -0.83 -1.76
O -1.43 0.11 -1.67
H -1.52 0.45 0.27
H -2.71 0.11 -0.60
O -2.50 0.36 0.33
H 0.92 -1.89 1.69
H 1.23 -3.36 2.17
O 1.62 -2.53 1.85
```


DFT (ωB97M-V/def2-TZVPD) results for C6H9N in the gas phase.

The HOMO energy is -10.32 eV. The structure (SMILES) is C[C@@H]1[C@H](C)[C@@H]1C#N. As for the frontier orbital gap: 11.197 eV. The calculation puts the LUMO energy at 0.87 eV.

```
16
C6H9N | OMol25 | ωB97M-V/def2-TZVPD
C -1.42 -0.94 -0.62
C -0.26 0.04 -1.01
C 1.07 0.19 -0.27
C 1.34 -0.65 0.96
C 0.12 1.35 -0.26
C -0.64 1.63 0.92
N -1.33 1.80 1.84
H -2.40 -0.52 -0.90
H -1.23 -1.88 -1.19
H -1.57 -1.21 0.44
H -0.31 0.17 -2.09
H 2.00 0.42 -0.82
H 0.44 -0.72 1.58
H 1.62 -1.65 0.61
H 2.15 -0.27 1.58
H 0.44 2.26 -0.78
```


DFT (ωB97M-V/def2-TZVPD) results for a gas-phase ion, C8H18N4 (charge +2).

The HOMO energy is -17.00 eV. The structure (SMILES) is C=[N+](CC(C)C)/N=C\N/C=[NH+]/C. As for the frontier orbital gap: 8.791 eV. The total charge is +2. The calculation puts the LUMO energy at -8.21 eV.

```
30
C8H18N4 | OMol25 | ωB97M-V/def2-TZVPD
C 0.71 -1.42 -1.65
N 0.56 -0.74 -0.50
C 1.31 0.46 -0.31
C 2.50 0.14 0.67
C 3.40 -0.92 -0.03
C 3.36 1.35 0.91
N -0.07 -1.20 0.62
C -1.14 -1.41 1.29
N -2.37 -0.86 1.20
C -3.14 -0.38 0.23
N -4.35 0.06 0.20
C -5.01 0.61 -0.93
H 0.45 -2.38 -1.71
H 1.27 -0.95 -2.38
H 0.64 1.13 0.06
H 1.61 0.90 -1.30
H 2.08 -0.32 1.62
H 3.06 -1.12 -1.02
H 3.09 -1.84 0.54
H 4.48 -0.86 -0.10
H 2.76 2.15 1.38
H 4.14 1.05 1.73
H 3.86 1.65 0.07
H -0.98 -1.83 2.30
H -2.80 -0.82 2.21
H -2.52 -0.41 -0.76
H -4.96 0.21 1.02
H -5.99 0.05 -1.17
H -4.42 0.81 -1.81
H -5.47 1.60 -0.78
```


These records have relative energy (zero: lowest compared OMol25 entry of this formula, charge and spin) values of 16.6, 142.5, 43.7, 23.0, 30.2, 104.0 kcal/mol, in the order they appear.